# 1
Entry from the Open Molecules 2025 dataset: a structure of composition C25H12F6N4S2Se3SrTe (ωB97M-V/def2-TZVPD).

Last column: natural (NBO) charge in e.
Cartesian coordinates (Å):
Te (3.63275, 3.52544, -4.57717)  0.103
Sr (1.17303, 0.96899, -2.06304)  1.702
Se (3.28637, 1.04578, -4.47823)  -0.873
Se (1.35469, 4.39792, -3.95835)  -0.266
Se (1.21803, 4.02114, -1.62460)  -0.792
S (-1.06474, -0.21469, -3.73303)  -0.481
S (-1.80125, 3.99148, 5.15475)  0.849
F (0.66145, -5.25187, 1.81142)  -0.369
F (-1.71852, -3.13358, 0.44266)  -0.300
F (-4.46986, -4.00778, -3.27416)  -0.313
F (-0.46122, -1.21004, -0.92636)  -0.314
F (-3.28118, -2.04780, -4.64129)  -0.308
F (-3.72457, -4.57737, -0.72019)  -0.310
N (-1.00084, 1.47718, -0.28809)  -0.452
N (1.52106, 1.78347, 0.61008)  -0.432
N (-2.59391, 3.42142, 3.86288)  -0.608
N (-0.27679, 3.74410, 4.66753)  -0.633
C (2.10776, 2.99372, 3.05355)  -0.150
C (1.33921, -4.30105, -0.26781)  -0.282
C (-1.81257, -1.52198, -2.84723)  -0.247
C (1.89631, -3.24927, -0.97437)  -0.255
C (0.53580, 2.18546, 1.41801)  0.156
C (2.76880, 2.01250, 0.98643)  0.091
C (2.86725, -0.95059, -1.08215)  -0.936
C (3.11299, 2.60991, 2.19688)  -0.254
C (-3.37165, 1.71520, -0.05660)  -0.253
C (-3.47618, -3.30356, -2.69941)  0.253
C (-1.94011, 2.41396, 1.70916)  -0.139
C (-2.84756, -2.28749, -3.39364)  0.292
C (2.20158, -2.03479, 1.06034)  -0.260
C (1.64109, -3.07994, 1.77482)  -0.280
C (-2.07659, -2.87298, -0.81808)  0.314
C (-2.22991, 1.34053, -0.76471)  0.065
C (2.35545, -2.06080, -0.34928)  -0.009
C (-1.67834, 2.99981, 3.00693)  0.114
C (-0.84848, 2.00748, 0.92944)  0.280
C (-3.09801, -3.60045, -1.40271)  0.219
C (-1.45174, -1.87315, -1.54113)  0.282
C (0.78751, 2.78697, 2.65957)  -0.068
C (-0.34339, 3.18513, 3.47088)  0.195
C (1.21753, -4.20971, 1.10496)  0.292
C (-3.22752, 2.25778, 1.19797)  -0.128
H (-4.34532, 1.57731, -0.50644)  0.218
H (-4.07894, 2.56928, 1.78869)  0.222
H (3.34627, -1.15225, -2.03792)  0.210
H (-2.29466, 0.92461, -1.76634)  0.240
H (4.15513, 2.76617, 2.43789)  0.218
H (0.99215, -5.18980, -0.78209)  0.205
H (3.54089, 1.71184, 0.28880)  0.220
H (3.44860, -0.26069, -0.46851)  0.165
H (1.97151, -3.32793, -2.05374)  0.200
H (1.53267, -3.02041, 2.85153)  0.200
H (2.53271, -1.15504, 1.60421)  0.186
H (2.31526, 3.46043, 4.00730)  0.220

The total energy is -274229.144 eV. The calculation puts the LUMO energy at 3.0 eV. As for the total charge: -2.

# 2
Entry from the Open Molecules 2025 dataset: a structure of composition C25H16AsF2N6O4S4SeTc in a non-equilibrium geometry (ωB97M-V/def2-TZVPD).

Last column: natural (NBO) charge in e.
Cartesian coordinates (Å):
Tc (-0.74603, -0.47997, -0.80687)  0.620
Se (0.12086, 3.43914, 5.84251)  1.090
As (-1.15939, 1.45168, -3.28157)  0.941
S (-0.03255, 1.70870, -1.48740)  -0.187
S (-0.83440, 1.65380, -5.36410)  0.011
S (-2.07834, 3.14973, -4.34858)  -0.053
S (-2.28603, -0.36028, -2.54637)  -0.051
F (4.09216, 2.85898, -4.34371)  -0.286
F (-2.58993, -2.41380, 5.69687)  -0.284
O (2.78805, -2.29650, -5.53630)  -0.577
O (0.64985, -1.29729, -1.71037)  -0.612
O (3.49149, 1.98173, -6.91394)  -0.512
O (0.75665, -0.48422, -3.82653)  -0.568
N (-1.20673, 3.22670, 4.70595)  -0.594
N (3.32129, -0.17400, -6.19157)  -0.642
N (-1.88472, 0.85150, 0.62424)  -0.394
N (1.08192, 2.20323, 5.01577)  -0.607
N (0.49590, -0.27349, 0.92904)  -0.471
N (3.49687, -0.76108, -3.97172)  -0.433
C (-3.11689, 1.33457, 0.43053)  0.070
C (0.09714, 0.56554, 1.91827)  0.269
C (3.53883, 1.18517, -6.02112)  0.594
C (-1.06831, -2.41801, 2.45379)  -0.086
C (-2.14183, -1.99161, 1.66595)  -0.186
C (-1.22286, 1.14343, 1.77423)  0.146
C (-3.68587, 2.19272, 1.35533)  -0.213
C (-1.75124, 2.05888, 2.67494)  -0.049
C (-3.57294, -2.00415, 3.61932)  -0.279
C (0.92144, 0.79160, 3.05686)  -0.097
C (3.18126, -1.19663, -5.28814)  0.807
C (2.13594, 0.14610, 3.13499)  -0.081
C (3.76087, 0.59022, -3.70769)  -0.052
C (3.81099, 1.55193, -4.63321)  0.273
C (-3.00204, 2.59465, 2.47115)  -0.084
C (-3.39646, -1.82578, 2.26734)  -0.115
C (-2.46625, -2.39740, 4.36032)  0.478
C (-2.03094, -1.72820, 0.25512)  -0.249
C (-1.21711, -2.65666, 3.78657)  -0.294
C (2.77860, -1.49753, -2.95176)  -0.311
C (0.41299, 1.74989, 3.98032)  0.162
C (1.64279, -0.91274, 1.03735)  0.044
C (1.29474, -0.97887, -2.88207)  0.820
C (2.49564, -0.70104, 2.08618)  -0.205
C (-0.89777, 2.35287, 3.80778)  0.090
H (-0.05984, -2.55473, 2.07603)  0.211
H (3.43774, -1.19067, 2.11052)  0.255
H (-4.55056, -1.78938, 4.09943)  0.268
H (-0.43913, -3.01721, 4.44305)  0.259
H (1.89090, -1.63910, 0.27799)  0.235
H (2.76965, 0.41516, 3.99026)  0.274
H (2.64083, -2.51965, -3.23141)  0.290
H (-1.29695, -2.31698, -0.36005)  0.236
H (-2.97208, -1.81422, -0.25816)  0.238
H (3.99583, 0.77553, -2.67361)  0.223
H (3.24281, -1.43131, -1.95352)  0.226
H (-3.37787, 3.32056, 3.21520)  0.277
H (3.17333, -0.45423, -7.17344)  0.447
H (-4.65214, 2.59285, 1.13887)  0.256
H (-3.53985, 1.12530, -0.52735)  0.230
H (-4.24027, -1.43545, 1.68849)  0.230

The total energy is -220460.683 eV. The calculation puts the LUMO energy (alpha / beta) at -8.7 / -8.7 eV. As for the total charge: +2.

# 3
Entry from the Open Molecules 2025 dataset: a structure of composition C25H16BrCl4N7O3S2TeTi (ωB97M-V/def2-TZVPD).

Last column: Löwdin spin population.
Cartesian coordinates (Å):
Te (-1.22887, -2.38687, -2.78706)  0.001
Br (-4.06593, 0.43940, -1.99654)  0.004
Ti (-0.40425, -0.02725, -1.03010)  1.096
Cl (6.02390, -2.48804, -1.30834)  0.000
Cl (5.80860, -0.68658, -3.86813)  0.001
Cl (3.55664, -2.75141, 0.61971)  0.000
Cl (3.11078, 0.85172, -4.44812)  0.000
S (-1.49636, -3.90363, -0.93036)  0.005
S (-1.48797, 2.56354, 6.04126)  -0.019
O (1.00458, 0.28978, -2.44822)  0.005
O (-3.21886, 5.48289, -2.57400)  0.003
O (1.12096, -1.35433, -0.42154)  0.009
N (-0.34370, 2.93987, 4.94785)  -0.003
N (-1.69394, -0.24780, 0.59390)  -0.017
N (-1.62107, 1.72202, -1.93099)  0.012
N (0.22477, -4.93654, 0.71945)  0.000
N (-2.32689, 1.47152, 5.17507)  -0.016
N (1.14917, -4.22026, -1.26635)  0.000
N (0.38655, 1.35150, 0.36233)  -0.050
C (1.51187, 2.08014, 0.24533)  0.003
C (-1.28739, 4.07157, -2.27669)  -0.001
C (-3.50122, 3.17020, -2.28766)  -0.001
C (3.24758, -0.20582, -3.08323)  0.000
C (2.02096, 2.89443, 1.22145)  -0.035
C (0.10251, -4.35433, -0.47244)  0.000
C (-1.37408, 0.56365, 1.71328)  -0.002
C (-2.66010, 4.26494, -2.37829)  0.006
C (-2.76488, -1.07773, 0.74980)  0.034
C (-2.16390, 0.48666, 2.92011)  -0.025
C (-1.73487, 1.36475, 4.00156)  0.003
C (2.13501, -0.35510, -2.26798)  0.005
C (-2.92400, 1.93197, -2.07403)  0.008
C (1.32674, 2.97606, 2.46263)  -0.011
C (4.45253, -0.87098, -2.80909)  0.002
C (4.54248, -1.67166, -1.68589)  0.001
C (-0.82403, 2.79681, -2.04756)  0.009
C (-0.28575, 1.37875, 1.59096)  -0.040
C (3.42654, -1.82795, -0.85171)  0.001
C (0.20124, 2.23683, 2.64646)  -0.011
C (-3.21896, -0.36173, 3.00523)  0.046
C (2.19946, -1.22043, -1.12916)  0.005
C (1.43842, -5.55429, 1.21712)  0.000
C (-3.52891, -1.18116, 1.86943)  -0.033
C (-0.58247, 2.21851, 3.86958)  0.003
H (-4.57060, 3.27999, -2.37726)  0.000
H (-0.58940, 4.89442, -2.36106)  0.000
H (-2.99519, -1.68572, -0.11641)  0.002
H (-0.57759, -4.87543, 1.32378)  0.000
H (2.15601, -4.81433, 1.56966)  0.000
H (0.98689, -3.65368, -2.09847)  0.000
H (1.68540, 3.60845, 3.26515)  0.000
H (1.17536, -6.21631, 2.03850)  0.000
H (0.23507, 2.59530, -1.97644)  0.001
H (1.90036, -6.14977, 0.42883)  0.000
H (-4.35919, -1.87340, 1.88780)  -0.004
H (2.02506, 1.98447, -0.70867)  0.001
H (-3.80266, -0.41280, 3.91497)  0.004
H (-2.52674, 6.15273, -2.59051)  0.000
H (2.06723, -4.13749, -0.84766)  0.000
H (2.93712, 3.43999, 1.04872)  -0.003

Its spin multiplicity is 2. The total energy is -214975.472 eV. Its energy above the lowest of the compared OMol25 structures with the same formula, charge and spin is 17.0 kJ/mol. The calculation puts the LUMO energy (alpha / beta) at 2.1 / 2.1 eV. As for the total charge: -1.

# 4
Entry from the Open Molecules 2025 dataset: a structure of composition C25H16Cl4NNiO3P (ωB97M-V/def2-TZVPD).

Last column: natural (NBO) charge in e.
Cartesian coordinates (Å):
Ni (0.62674, -0.51385, -2.14472)  1.263
Cl (0.96491, 4.29030, -2.28155)  0.007
Cl (-1.90876, 5.55826, -2.09475)  0.023
Cl (-4.42224, 3.68830, -2.08939)  0.025
Cl (-4.04289, 0.57380, -2.31497)  0.014
P (0.32434, -0.75141, 0.04607)  0.876
O (3.13226, -1.03947, -3.36480)  -0.531
O (-1.21536, -0.23280, -2.56798)  -0.845
O (0.91352, 1.34073, -2.48886)  -0.826
N (2.57775, -0.96865, -2.08935)  -0.207
C (-2.84046, 3.01984, -2.26838)  -0.101
C (1.85620, -0.40878, 2.33227)  -0.177
C (-2.84891, 1.40124, 1.45203)  -0.194
C (-2.02128, 0.33314, 1.13730)  -0.201
C (-0.44939, 3.29656, -2.38463)  -0.121
C (-1.41904, 1.06982, -2.50800)  0.310
C (-1.78012, -4.69256, 1.07093)  -0.193
C (1.89492, -0.60441, 0.95531)  -0.343
C (3.40221, -0.78297, -1.13812)  0.094
C (3.01793, -0.28823, 3.07981)  -0.180
C (-0.71836, 0.56933, 0.71195)  -0.367
C (-1.72491, 3.85059, -2.27748)  -0.108
C (3.14256, -0.64959, 0.30505)  -0.013
C (-2.68128, 1.63765, -2.37881)  -0.149
C (-2.17469, -3.91182, -0.00587)  -0.223
C (-0.44531, -2.31911, 0.52327)  -0.380
C (-0.71606, -4.29369, 1.86735)  -0.197
C (-0.25203, 1.87981, 0.59846)  -0.214
C (4.24786, -0.35015, 2.44558)  -0.195
C (-1.50489, -2.73168, -0.28818)  -0.140
C (-0.27012, 1.92231, -2.49028)  0.225
C (4.30277, -0.51894, 1.07401)  -0.181
C (-1.07909, 2.94018, 0.92243)  -0.146
C (-2.38127, 2.70128, 1.34224)  -0.205
C (-0.04831, -3.10888, 1.59786)  -0.204
H (0.74420, 2.07200, 0.21402)  0.231
H (-3.00050, -4.22296, -0.63065)  0.224
H (-0.72049, 3.95482, 0.80434)  0.221
H (-3.86815, 1.21649, 1.76111)  0.220
H (3.81164, -0.34777, -3.43451)  0.470
H (0.89301, -0.33580, 2.82149)  0.234
H (4.45649, -0.71262, -1.41007)  0.185
H (-0.40346, -4.90748, 2.70166)  0.217
H (2.95982, -0.13938, 4.14911)  0.227
H (-3.03870, 3.53235, 1.56024)  0.223
H (-1.80813, -2.11477, -1.12942)  0.248
H (-2.29782, -5.61739, 1.28776)  0.219
H (5.16217, -0.25369, 3.01381)  0.226
H (-2.39950, -0.67691, 1.20209)  0.223
H (0.78322, -2.81007, 2.22094)  0.219
H (5.26703, -0.54297, 0.58224)  0.215

Its spin multiplicity is 3. The total energy is -134238.319 eV. Its energy above the lowest of the compared OMol25 structures with the same formula, charge and spin is 0.0 kJ/mol. The calculation puts the LUMO energy (alpha / beta) at -1.1 / -1.2 eV.

| no. | molecular weight (g mol⁻¹) |
| --- | --- |
| 1 | 998.6 |
| 2 | 882.6 |
| 3 | 923.8 |
| 4 | 609.9 |